# 1
{
  "formula": "C4H10N4",
  "method": "the ωB97M-V functional and the def2-TZVPD basis",
  "symbols": ["C", "N", "C", "C", "N", "N", "C", "N", "H", "H", "H", "H", "H", "H", "H", "H", "H", "H"],
  "coordinates": [[-1.33728, 1.30068, -0.56976], [-1.00817, -0.11782, -0.50866], [1.27808, 0.04701, 0.00354], [-0.66205, -0.63383, 0.85957], [1.61005, -0.96604, -0.89471], [2.11049, 1.15076, -0.03935], [-1.38830, -1.54489, 1.50167], [0.58693, -0.14836, 1.09944], [-1.74581, -0.67767, -0.92762], [0.92291, -1.70635, -0.92481], [2.24221, -0.71649, -1.63927], [2.96598, 1.08426, -0.57229], [2.06847, 1.71906, 0.79161], [-1.31296, 1.63023, -1.61300], [-0.59413, 1.85431, 0.00451], [-2.32780, 1.51980, -0.15237], [-2.39171, -1.78440, 1.19026], [-1.01691, -2.01025, 2.39127]],
  "mulliken_charge": [-0.880, -0.305, 0.652, 0.550, -0.444, -0.425, -1.058, -0.659, 0.261, 0.235, 0.195, 0.190, 0.272, 0.290, 0.281, 0.308, 0.240, 0.296],
  "charge": 0,
  "smiles": "C=C(N=C(N)N)NC",
  "de_lowest_kj_mol": 152.1,
  "molar_mass_g_mol": 114.15,
  "e_homo_ev": -7.485
}

# 2
{
  "formula": "C4H10N4",
  "method": "the ωB97M-V functional and the def2-TZVPD basis",
  "symbols": ["C", "C", "C", "C", "H", "H", "H", "H", "H", "H", "H", "H", "H", "H", "N", "N", "N", "N"],
  "coordinates": [[-0.49689, -0.34601, 2.01008], [-0.25005, 0.60567, -0.80321], [-0.79435, 1.36897, -1.96253], [-0.20258, -0.84675, -1.02347], [-1.58331, -0.14351, 1.87919], [-0.33181, -1.34142, 1.54637], [-0.25378, -0.43384, 3.07963], [0.56782, 1.36932, 2.10330], [-1.80911, 1.06007, -2.27322], [-0.16409, 1.25154, -2.88571], [-0.79660, 2.44011, -1.72104], [-1.02703, -1.29991, -1.55774], [2.37714, -2.06831, 0.20764], [1.70292, -0.54924, 0.59541], [0.45520, 0.63658, 1.41220], [0.04500, 1.26315, 0.26137], [0.72670, -1.68396, -0.75075], [1.83481, -1.28246, -0.11751]],
  "mulliken_charge": [-0.798, 0.952, -1.121, -0.502, 0.281, 0.292, 0.342, 0.288, 0.302, 0.271, 0.342, 0.338, 0.253, 0.327, -0.277, -0.598, -0.320, -0.370],
  "charge": 0,
  "smiles": "CN/N=C(C)\\C=N/N",
  "de_lowest_kj_mol": 253.2,
  "molar_mass_g_mol": 114.15,
  "e_homo_ev": -8.676
}

# 3
{
  "formula": "C4H10N4",
  "method": "the ωB97M-V functional and the def2-TZVPD basis",
  "symbols": ["C", "C", "C", "C", "N", "N", "N", "N", "H", "H", "H", "H", "H", "H", "H", "H", "H", "H"],
  "coordinates": [[1.31378, 1.43313, 0.47505], [-1.22947, 0.32701, -1.45045], [0.74331, -0.95194, 0.33946], [-1.12521, -0.39401, -0.12919], [2.00684, -1.47430, 0.36146], [-2.25572, -0.38007, 0.63031], [-0.34929, -1.57214, -0.03823], [0.40831, 0.32094, 0.64540], [2.05811, -2.47263, 0.22615], [2.67542, -1.05267, 0.98657], [-2.96386, 0.32009, 0.47911], [-2.20715, -0.87488, 1.50746], [2.06455, 1.46783, 1.27668], [1.87109, 1.43042, -0.47297], [0.77375, 2.38031, 0.52278], [-1.58676, 1.35149, -1.32064], [-1.93576, -0.20838, -2.09171], [-0.26193, 0.34981, -1.94724]],
  "mulliken_charge": [-0.986, -1.412, 0.146, 1.511, -0.438, -0.450, -0.916, -0.400, 0.251, 0.229, 0.211, 0.230, 0.303, 0.343, 0.330, 0.332, 0.370, 0.346],
  "charge": 0,
  "de_lowest_kj_mol": 106.6,
  "molar_mass_g_mol": 114.15,
  "e_homo_ev": -7.994
}

# 4
{
  "formula": "C4H10N4",
  "method": "the ωB97M-V functional and the def2-TZVPD basis",
  "symbols": ["C", "N", "C", "N", "N", "C", "C", "N", "H", "H", "H", "H", "H", "H", "H", "H", "H", "H"],
  "coordinates": [[-0.42346, -1.86998, 0.57694], [0.51284, 1.19414, 0.82512], [0.25063, -0.82027, -0.25569], [1.12851, 0.55933, 1.90225], [-0.95098, 2.54821, -0.97927], [-0.92084, 1.17155, -0.96954], [1.08514, -1.07385, -1.25977], [-0.28727, 0.52164, -0.01294], [0.47171, 0.26282, 2.63344], [1.70266, -0.22278, 1.59131], [-1.85563, 2.97752, -1.12186], [-0.43957, 2.91127, -0.18136], [-1.35099, 0.61321, -1.78611], [-0.00545, -2.84509, 0.36212], [-0.33476, -1.65293, 1.65132], [-1.49291, -1.91298, 0.34194], [1.54396, -0.27606, -1.81669], [1.36643, -2.08573, -1.50120]],
  "mulliken_charge": [-0.948, -0.809, 0.145, -0.529, -0.464, -0.041, -0.883, 0.595, 0.219, 0.293, 0.243, 0.311, 0.393, 0.393, 0.228, 0.266, 0.299, 0.288],
  "charge": 0,
  "de_lowest_kj_mol": 429.7,
  "molar_mass_g_mol": 114.15,
  "e_homo_ev": [-6.749, -6.754]
}

# 5
{
  "formula": "C4H10N4",
  "method": "the ωB97M-V functional and the def2-TZVPD basis",
  "symbols": ["C", "N", "C", "C", "N", "N", "C", "N", "H", "H", "H", "H", "H", "H", "H", "H", "H", "H"],
  "coordinates": [[-1.83580, -1.16825, 1.12670], [1.96374, -0.01992, -1.32375], [0.80116, 0.68062, -0.46532], [-1.27522, 0.07077, 0.48316], [2.10071, -1.41858, -1.09788], [1.40788, 1.75224, -0.08759], [-1.89103, 1.25489, 0.55056], [-0.10255, -0.18581, -0.21092], [1.75765, 0.14035, -2.31276], [2.64573, -1.54632, -0.24743], [1.13537, -1.70295, -0.85013], [0.83908, 2.41865, 0.41800], [2.69695, 0.69608, -0.93541], [-2.79607, -0.96475, 1.59799], [-1.96998, -1.94919, 0.37457], [-1.13919, -1.55007, 1.87668], [-2.85554, 1.35407, 1.01849], [-1.48287, 2.13818, 0.08505]],
  "mulliken_charge": [-1.144, -0.018, 0.358, 0.769, -0.686, -0.767, -1.108, -0.447, 0.308, 0.269, 0.393, 0.235, 0.424, 0.357, 0.284, 0.260, 0.262, 0.252],
  "charge": 0,
  "de_lowest_kj_mol": 292.0,
  "molar_mass_g_mol": 114.15,
  "e_homo_ev": -7.731
}

# 6
{
  "formula": "C4H10N4",
  "method": "the ωB97M-V functional and the def2-TZVPD basis",
  "symbols": ["C", "C", "C", "C", "N", "N", "N", "N", "H", "H", "H", "H", "H", "H", "H", "H", "H", "H"],
  "coordinates": [[2.08126, -0.48904, 0.00963], [-0.30344, -0.83922, -0.08003], [0.61330, 1.42410, -0.00458], [-1.94210, 0.97903, 0.10183], [1.87684, 0.78259, 0.17065], [-0.52115, 0.45127, -0.07444], [1.03866, -1.33484, -0.12111], [-1.18112, -1.80904, -0.04581], [3.09246, -0.87120, -0.03088], [0.33849, 2.04696, 0.84349], [0.66461, 1.83681, -1.11789], [-1.92509, 1.87103, -0.45291], [-2.66124, 0.40486, -0.40877], [-2.21988, 1.12724, 1.11644], [2.68115, 1.28317, 0.35406], [1.25690, -2.31463, -0.07391], [-2.18017, -1.82237, 0.07516], [-0.70947, -2.72672, -0.26093]],
  "mulliken_charge": [-0.019, 0.751, -0.436, -1.165, -0.023, -0.071, -0.158, -0.319, 0.429, 0.410, 0.370, 0.393, 0.493, 0.387, 0.201, 0.267, 0.242, 0.248],
  "charge": 2,
  "smiles": "CN1CNC=[NH+]C1=[NH2+]",
  "de_lowest_kj_mol": 23.6,
  "molar_mass_g_mol": 114.15,
  "e_homo_ev": -19.433
}

# 7
{
  "formula": "C4H10N4O",
  "method": "the ωB97M-V functional and the def2-TZVPD basis",
  "symbols": ["C", "C", "C", "N", "N", "N", "H", "H", "H", "H", "H", "H", "H", "N", "C", "O", "H", "H", "H"],
  "coordinates": [[-0.14112, -0.50379, 1.67990], [-1.17019, -1.12769, -1.28993], [-0.19429, 0.34157, 0.43825], [-2.20677, -0.35497, -1.58388], [-0.39431, -2.00142, -1.36201], [-0.95428, 1.34272, 0.26268], [-2.12722, 0.59608, -1.23094], [-2.60810, -0.46109, -2.50709], [1.09108, -1.52309, -0.89494], [-1.59157, 1.51645, 1.04457], [-1.05088, -1.10626, 1.73837], [-0.09537, 0.11669, 2.57980], [0.71386, -1.17873, 1.65055], [2.19946, 1.20490, 0.26638], [1.32101, 0.35081, -0.43829], [1.81858, -0.90107, -0.50694], [1.80185, 2.11797, 0.44107], [2.54675, 0.77714, 1.11507], [1.04151, 0.79378, -1.40263]],
  "mulliken_charge": [-1.249, 0.547, 0.476, -0.471, -0.562, -0.806, 0.322, 0.263, 0.500, 0.199, 0.333, 0.362, 0.333, -0.600, 0.063, -0.590, 0.275, 0.274, 0.331],
  "charge": 0,
  "smiles": "[H]/N=C(\\C)[C@@H](N)O.N#CN",
  "de_lowest_kj_mol": 207.1,
  "molar_mass_g_mol": 130.15,
  "e_homo_ev": -8.581
}

# 8
{
  "formula": "C4H10N4OS",
  "method": "the ωB97M-V functional and the def2-TZVPD basis",
  "symbols": ["C", "C", "C", "C", "N", "N", "N", "N", "O", "S", "H", "H", "H", "H", "H", "H", "H", "H", "H", "H"],
  "coordinates": [[-0.25366, -0.02643, -4.13438], [0.71448, -0.15070, 2.54632], [1.68036, 0.18720, 4.75667], [-2.00447, -0.02237, -0.67312], [-0.65691, -0.35881, -3.07985], [0.32888, -0.62679, 1.55213], [-0.26833, -1.84876, -0.68084], [0.13184, 0.41855, -5.27141], [0.91673, 0.55645, 3.48805], [-1.33594, -1.37457, -1.66815], [2.09282, -0.78651, 4.89098], [0.99190, 0.52361, 5.58794], [2.52118, 0.87692, 4.66799], [-2.43274, -0.54997, 0.20346], [-2.86474, 0.48855, -1.08055], [-1.10464, 0.62271, -0.29121], [0.01973, -1.25933, 0.35641], [0.13850, -2.70087, -0.82294], [0.54275, 1.36347, -5.42087], [-0.23940, -0.00377, -6.17646]],
  "mulliken_charge": [0.518, 0.331, -0.565, -0.919, -0.135, -0.306, -0.311, -0.386, -0.248, 0.501, 0.356, 0.268, 0.301, 0.401, 0.391, 0.372, 0.546, 0.237, 0.317, 0.330],
  "charge": 2,
  "de_lowest_kj_mol": 280.0,
  "molar_mass_g_mol": 162.22,
  "e_homo_ev": -17.660
}

# 9
{
  "formula": "C4H10NO",
  "method": "the ωB97M-V functional and the def2-TZVPD basis",
  "symbols": ["C", "N", "C", "C", "C", "O", "H", "H", "H", "H", "H", "H", "H", "H", "H", "H"],
  "coordinates": [[0.68206, -0.44522, -1.32850], [0.14600, -0.86659, -0.02464], [-1.21500, -1.48489, -0.05338], [0.06321, 0.27476, 0.96030], [0.56021, 1.84675, 0.62178], [1.63849, 2.26073, 1.26143], [0.52693, -1.20840, -2.10177], [1.75211, -0.47272, -1.10501], [0.29394, 0.49900, -1.69491], [-1.46976, -1.63189, 0.97845], [-1.00880, -2.47761, -0.49991], [-1.99916, -0.97593, -0.63466], [-0.92839, 0.50250, 1.40059], [0.63927, -0.06731, 1.81046], [-0.38965, 2.37790, 0.88808], [0.70852, 1.86894, -0.47831]],
  "mulliken_charge": [-0.966, -0.067, -1.075, -0.637, -0.029, -0.892, 0.350, 0.317, 0.337, 0.445, 0.354, 0.270, 0.276, 0.171, 0.150, -0.005],
  "charge": -1,
  "smiles": "CN(C)CC[O-]",
  "de_lowest_kj_mol": 187.1,
  "molar_mass_g_mol": 88.13,
  "e_homo_ev": -2.111
}

# 10
{
  "formula": "C4H10NO",
  "method": "the ωB97M-V functional and the def2-TZVPD basis",
  "symbols": ["C", "C", "N", "H", "H", "H", "H", "H", "C", "O", "C", "H", "H", "H", "H", "H"],
  "coordinates": [[1.67589, 1.18971, 1.01232], [2.38141, -0.76415, -0.01485], [2.75757, 0.09276, 0.89818], [1.37884, 1.09013, 2.05437], [0.78490, 0.93350, 0.36637], [2.06014, 2.19641, 0.80741], [3.08880, -1.56747, -0.05363], [1.47457, -0.75774, -0.67011], [-1.39514, -0.74050, -0.34355], [-0.24104, -0.08714, -0.72843], [-2.57765, 0.11617, -0.72380], [-1.36062, -1.00307, 0.71010], [-1.47055, -1.71719, -0.84229], [-3.50718, -0.44563, -0.64066], [-2.45403, 0.45883, -1.72184], [-2.59593, 1.00537, -0.10958]],
  "mulliken_charge": [-0.446, -0.224, -0.543, 0.201, 0.173, 0.262, 0.318, 0.291, -0.395, -0.909, -1.161, 0.251, 0.261, 0.390, 0.279, 0.252],
  "charge": -1,
  "de_lowest_kj_mol": 139.4,
  "molar_mass_g_mol": 88.13,
  "e_homo_ev": -2.796
}

# 11
{
  "formula": "C4H10NO",
  "method": "the ωB97M-V functional and the def2-TZVPD basis",
  "symbols": ["C", "N", "C", "C", "C", "O", "H", "H", "H", "H", "H", "H", "H", "H", "H", "H"],
  "coordinates": [[1.86852, -0.14582, -0.33962], [1.13843, 0.96458, 0.31206], [-0.16656, 1.13500, -0.32686], [-0.99721, -0.19596, -0.65124], [-1.28565, -0.77839, 0.88788], [-0.23871, -0.85453, 1.72168], [2.03811, 0.12901, -1.38127], [2.87591, -0.27176, 0.07884], [1.32376, -1.08589, -0.34664], [0.84916, 0.51655, 1.25044], [-0.95506, 1.38327, 0.38730], [-0.14823, 1.98912, -1.01934], [-0.55261, -1.01988, -1.22703], [-1.90253, 0.08908, -1.20935], [-1.74231, -1.76231, 0.63054], [-2.10502, -0.09206, 1.23261]],
  "mulliken_charge": [-0.775, -0.650, -0.688, -0.827, -0.450, -0.875, 0.307, 0.289, 0.241, 0.502, 0.326, 0.362, 0.367, 0.337, 0.243, 0.291],
  "charge": -1,
  "smiles": "CNCCC[O-]",
  "de_lowest_kj_mol": 122.6,
  "molar_mass_g_mol": 88.13,
  "e_homo_ev": -2.549
}

# 12
{
  "formula": "C4H10NO",
  "method": "the ωB97M-V functional and the def2-TZVPD basis",
  "symbols": ["C", "C", "C", "C", "O", "N", "H", "H", "H", "H", "H", "H", "H", "H", "H", "H"],
  "coordinates": [[1.33468, -0.05450, 0.66206], [0.21901, -0.74954, -0.22225], [-0.85341, 0.30873, -0.60585], [-1.49190, 0.92382, 0.63065], [-0.70446, 1.58667, 1.60451], [0.76022, -1.53273, -1.33020], [0.80237, 0.19336, 1.59586], [2.00209, -0.79874, 0.91748], [1.81120, 0.90456, 0.30519], [-0.30653, -1.47778, 0.51931], [-0.29513, 1.23953, -1.04521], [-1.62681, -0.05067, -1.27271], [-1.98633, 1.73880, 0.09189], [-2.24082, 0.20580, 1.13596], [0.84671, -0.79383, -2.01726], [1.72912, -1.64350, -0.96944]],
  "mulliken_charge": [-1.490, 0.349, -0.716, -0.528, -0.877, -0.793, 0.370, 0.565, 0.242, 0.172, 0.271, 0.319, 0.267, 0.191, 0.328, 0.331],
  "charge": -1,
  "smiles": "C[C@H](N)CC[O-]",
  "de_lowest_kj_mol": 128.0,
  "molar_mass_g_mol": 88.13,
  "e_homo_ev": -2.117
}

# 13
{
  "formula": "C4H10NO",
  "method": "the ωB97M-V functional and the def2-TZVPD basis",
  "symbols": ["C", "O", "C", "C", "C", "N", "H", "H", "H", "H", "H", "H", "H", "H", "H", "H"],
  "coordinates": [[0.43307, 0.10691, 0.96873], [-0.46952, -0.37473, 1.87806], [0.02131, 0.85253, -0.20891], [0.48333, -0.75813, -0.37993], [-0.70655, -1.32444, -1.36016], [0.88884, 1.42972, -1.27117], [-2.61222, 1.32102, 2.82946], [1.59651, -0.02306, 1.33490], [-1.06569, 1.01469, -0.25384], [0.56327, -1.73522, 0.20914], [1.38766, -0.80491, -1.01426], [-0.62517, -0.60551, -2.26102], [-0.33741, -2.36200, -1.74323], [-1.58878, -1.39544, -0.79929], [-2.35387, 1.96727, 2.36644], [1.18294, 2.35168, -0.91300]],
  "mulliken_charge": [0.351, -0.799, -0.198, -0.609, -1.265, -0.839, 0.027, 0.216, 0.236, 0.288, 0.515, 0.352, 0.304, 0.372, -0.026, 0.075],
  "charge": -1,
  "de_lowest_kj_mol": 539.3,
  "molar_mass_g_mol": 88.13,
  "e_homo_ev": -2.513
}

# 14
{
  "formula": "C4H10NO",
  "method": "the ωB97M-V functional and the def2-TZVPD basis",
  "symbols": ["C", "O", "C", "H", "H", "H", "H", "H", "C", "C", "N", "H", "H", "H", "H", "H"],
  "coordinates": [[0.20497, -1.03151, 1.54036], [-0.12594, -0.29553, 0.45167], [-0.88403, -2.03968, 1.91758], [0.41631, -0.43958, 2.47547], [1.16896, -1.57516, 1.38453], [-0.56500, -2.77579, 2.66972], [-1.19648, -2.56833, 1.01292], [-1.76167, -1.51534, 2.30765], [-0.06826, 2.40383, -1.44198], [0.89284, 0.45009, -2.15357], [0.68963, 1.66973, -2.46535], [0.48902, 3.30180, -1.16034], [-0.27010, 1.79340, -0.55522], [-1.00239, 2.74326, -1.90459], [1.50246, -0.10839, -2.86952], [0.50969, -0.01279, -1.20933]],
  "mulliken_charge": [-0.401, -0.795, -1.096, 0.199, 0.205, 0.368, 0.279, 0.232, -0.524, -0.068, -0.541, 0.202, 0.243, 0.189, 0.263, 0.246],
  "charge": -1,
  "de_lowest_kj_mol": 89.4,
  "molar_mass_g_mol": 88.13,
  "e_homo_ev": -2.808
}